Computed, not measured: a structure of composition C38H41ClIN4OPPd, with wB97M-V/def2-TZVPD.

Output
- E: -2994.0092 hartree
- M: 869.52 g/mol
- LUMO (alpha / beta): -1.8 / -1.8 eV
- Largest force on an atom: 2.60 eV/Å

ORCA input file:
```
! RIJCOSX wB97M-V def2-TZVPD def2/J DEFGRID3
* xyz 0 1
Pd -0.08184 -0.22741 -0.20167
C -3.37699 0.24140 -0.16725
C -3.13734 -0.10957 1.30406
C -4.31554 -0.85127 1.91884
P -1.51828 -1.01123 1.33424
C -0.91351 -1.25440 3.07232
C 0.48644 -1.84153 2.87771
C -0.86567 0.08458 3.79790
C -1.86362 -2.67033 0.70182
C -2.69115 -3.61874 1.29076
C -2.93463 -4.83948 0.67885
C -3.82117 -5.87913 1.29957
C -2.29623 -5.10372 -0.53394
C -1.43092 -4.20336 -1.10464
C -1.19210 -2.94927 -0.51015
N -0.23648 -2.10179 -0.96390
C 0.42064 -2.29710 -2.13619
C 1.92663 -2.19706 -2.07459
C 2.44164 -2.76235 -0.74613
C 2.56499 -2.85307 -3.25068
C 1.89472 -3.04799 -4.41055
C 2.56886 -3.61120 -5.62556
C 0.51526 -2.70544 -4.50124
C -0.21813 -2.38281 -3.37791
C -1.67525 -2.03275 -3.46316
H -4.19717 0.95119 -0.25210
H -3.62489 -0.64947 -0.74795
H -2.47120 0.70471 -0.59080
H -2.96655 0.81924 1.85728
H -4.53044 -1.76873 1.37728
H -5.19793 -0.21710 1.87482
H -4.12242 -1.09317 2.96158
H -1.55200 -1.96757 3.60732
H 1.09731 -1.14297 2.28719
H 0.42838 -2.78845 2.33852
H 0.98497 -2.01251 3.82952
H -0.38004 0.82228 3.16069
H -0.29462 0.00970 4.72171
H -1.86514 0.44128 4.03650
H -3.14293 -3.40960 2.25092
H -4.21142 -5.54079 2.25628
H -3.25845 -6.80083 1.45595
H -4.66179 -6.10937 0.64388
H -2.46997 -6.05020 -1.02745
H -0.89341 -4.45836 -2.00456
H 2.06596 -3.77491 -0.60971
H 2.08384 -2.14116 0.08338
H 3.52950 -2.78875 -0.73048
H 3.61672 -3.09686 -3.15825
H 3.57416 -3.95179 -5.38723
H 2.63171 -2.85302 -6.40783
H 1.99762 -4.45020 -6.01931
H 0.03365 -2.71911 -5.46526
H -1.93174 -1.75842 -4.48246
H -1.86894 -1.17760 -2.80629
H -2.32338 -2.85252 -3.15043
Cl 2.77742 5.87695 3.19061
C 1.84053 4.62874 2.42427
C 0.48901 4.56546 2.66017
C -0.27107 3.58993 2.03730
I -2.36385 3.58444 2.27231
C 0.25522 2.60921 1.18828
O -0.49666 1.73148 0.64425
C 1.67199 2.70663 0.93322
N 2.18383 1.83024 0.05193
C 3.41411 2.00840 -0.35859
C 4.26523 3.00737 0.13219
C 3.79914 3.84242 1.10986
C 2.45617 3.73905 1.52339
H 0.01778 5.27900 3.31906
H 3.77741 1.34702 -1.13303
H 5.26679 3.10036 -0.26161
H 4.43073 4.60265 1.54306
N 2.76284 -0.11897 -3.35788
C 2.29133 -0.61162 -2.08644
N 1.13558 0.17268 -1.79129
C 0.82053 0.87918 -2.87874
C -0.28281 1.70689 -3.11457
C -0.34862 2.36126 -4.32853
C 0.65444 2.21559 -5.29056
C 1.74715 1.38266 -5.08551
C 1.81885 0.71066 -3.88325
H 3.42944 -0.63224 -3.90931
H 3.06589 -0.48654 -1.31854
H -1.04546 1.81986 -2.35198
H -1.19049 3.00274 -4.54811
H 0.57171 2.76335 -6.21741
H 2.52382 1.27315 -5.82669
*
```



Computed, not measured: a structure of composition C38H41CoN7O2S2, with wB97M-V/def2-TZVPD.

Output
- E: -4185.4872 hartree
- M: 750.86 g/mol
- LUMO (alpha / beta): -0.3 / -0.6 eV
- Largest force on an atom: 1.24 eV/Å
- Energy above the lowest of the compared OMol25 structures with the same formula, charge and spin: 162.1 kJ/mol

ORCA input file:
```
! RIJCOSX wB97M-V def2-TZVPD def2/J DEFGRID3
* xyz 0 4
Co -0.59422 0.34800 0.47658
C 2.78065 -0.09918 3.10183
C 1.85962 0.78588 2.31332
O 1.48048 0.50497 1.18023
N 1.50253 1.94928 2.89856
C 0.72461 2.94136 2.18142
C -0.77259 2.79501 2.28674
C -1.51992 3.78083 2.91314
C -2.90273 3.72444 2.89284
C -3.49916 2.67921 2.20696
C -2.69145 1.72662 1.62455
N -1.35257 1.75020 1.67816
H 3.26194 -0.78958 2.41210
H 2.19421 -0.67446 3.81863
H 3.53458 0.47991 3.63333
H 1.72837 2.11610 3.86357
H 0.98734 2.85174 1.12354
H 1.01900 3.92814 2.53415
H -1.01098 4.60280 3.39798
H -3.49783 4.48952 3.37205
H -4.57250 2.60542 2.10717
H -3.11733 0.90751 1.06320
S -0.65429 1.92706 -1.07569
C -0.36730 0.82046 -2.45667
N -0.22056 1.25781 -3.69289
N -0.42080 2.56311 -3.91044
C -0.03944 3.18594 -5.07546
C 0.65552 2.50027 -6.07807
C 1.02839 3.16498 -7.23252
C 0.71572 4.50555 -7.41636
C 0.02708 5.18592 -6.42015
C -0.34754 4.53933 -5.25740
N -0.26694 -0.46746 -2.20120
N -0.25232 -0.84526 -0.93119
C -0.11830 -2.24584 -0.76702
C -1.10745 -3.11224 -1.22499
C -0.95760 -4.48114 -1.07222
C 0.18198 -4.99779 -0.47068
C 1.16689 -4.13383 -0.01311
C 1.02274 -2.76239 -0.16131
H -0.78432 3.12815 -3.15217
H 0.88748 1.45567 -5.92263
H 1.57715 2.63633 -8.00180
H 0.99991 5.01711 -8.32635
H -0.21856 6.23191 -6.55379
H -0.88454 5.07250 -4.48071
H -1.98885 -2.69997 -1.69954
H -1.73155 -5.14913 -1.43017
H 0.30912 -6.06863 -0.37308
H 2.06364 -4.53233 0.44644
H 1.80626 -2.07606 0.14084
N -1.13097 -0.94088 1.57355
C -1.55018 -1.83072 2.34374
C -2.90568 -2.46112 2.19461
C -3.00352 -3.85052 2.16886
C -4.23355 -4.46298 1.99531
C -5.38336 -3.69812 1.85469
C -5.29555 -2.31520 1.89902
C -4.06311 -1.70278 2.06842
C -0.72731 -2.38965 3.46713
C -1.31771 -2.62553 4.70745
C -0.56848 -3.14895 5.74887
C 0.76999 -3.46214 5.55531
C 1.36321 -3.22293 4.32466
C 0.61973 -2.68014 3.28653
H -2.10797 -4.45064 2.27424
H -4.29836 -5.54333 1.97941
H -6.34546 -4.17694 1.72750
H -6.18929 -1.71077 1.80959
H -3.99997 -0.62580 2.13129
H -2.36384 -2.38974 4.85937
H -1.03176 -3.31799 6.71253
H 1.34786 -3.89041 6.36433
H 2.40824 -3.46354 4.17176
H 1.06393 -2.50652 2.31597
C 2.83855 -0.85285 -3.72575
C 3.18258 0.50006 -3.12268
S 2.86694 0.43580 -1.31650
O 3.79257 -0.59717 -0.78136
C 3.71401 2.02245 -0.92913
C 2.99421 3.24059 -1.48934
H 3.02858 -0.85316 -4.79973
H 1.78637 -1.08152 -3.56052
H 3.44580 -1.63052 -3.26101
H 2.53969 1.28493 -3.52374
H 4.23382 0.75499 -3.27478
H 4.73658 1.92195 -1.29392
H 3.73664 2.03984 0.16260
H 3.20650 3.37600 -2.54970
H 3.30231 4.14919 -0.96843
H 1.91436 3.13298 -1.36993
*
```



Computed, not measured: a structure of composition C38H41FMoN9O6S2, with wB97M-V/def2-TZVPD.

Output
- E: -3381.0886 hartree
- M: 898.88 g/mol
- LUMO (alpha / beta): -3.8 / -3.8 eV
- Largest force on an atom: 0.45 eV/Å
- Energy above the lowest of the compared OMol25 structures with the same formula, charge and spin: 53.0 kJ/mol

ORCA input file:
```
! RIJCOSX wB97M-V def2-TZVPD def2/J DEFGRID3
* xyz 1 3
Mo -0.70606 0.23177 0.03803
S -2.89523 -0.60803 0.96966
C -3.57917 0.23638 -0.37735
C -4.90679 0.25550 -0.81052
C -5.20983 0.98358 -1.94203
C -4.20434 1.68329 -2.61632
C -2.92053 1.62474 -2.12312
N -2.62744 0.91705 -1.02604
H -5.65640 -0.30396 -0.26939
H -6.22685 1.01188 -2.31039
H -4.41983 2.26735 -3.49857
H -2.10426 2.17080 -2.57890
C 2.86892 -1.13551 -2.10386
C 2.89878 -1.99640 -0.84107
C 3.34015 -1.21288 0.39031
C 1.64627 -2.85406 -0.67056
C 1.70354 -4.05993 -1.37360
C 0.72593 -5.02664 -1.27413
C -0.31588 -4.82532 -0.39094
C -0.43679 -3.64346 0.33167
C -1.57269 -3.58898 1.34470
C -2.93095 -3.91595 0.71781
C -1.30666 -4.56575 2.49662
C 0.51008 -2.61294 0.12486
N 0.27233 -1.33606 0.79016
C 0.58553 -1.35680 2.17053
C 1.36555 -2.33685 2.78741
C 1.68496 -2.24390 4.13317
C 1.23861 -1.18091 4.90453
C 0.46069 -0.19187 4.31817
C 0.16815 -0.31946 2.98639
F -0.61154 0.64228 2.37810
H 3.87034 -0.75749 -2.31825
H 2.20548 -0.28561 -1.97611
H 2.53983 -1.71838 -2.96686
H 3.68483 -2.73559 -1.01755
H 2.60723 -0.47625 0.71121
H 4.27223 -0.68953 0.16928
H 3.53261 -1.87826 1.23260
H 2.56536 -4.24191 -2.00452
H 0.80262 -5.94631 -1.83885
H -1.04718 -5.60866 -0.24343
H -1.62360 -2.58779 1.76823
H -2.98105 -4.96029 0.40861
H -3.14799 -3.29241 -0.14965
H -3.72555 -3.75219 1.44665
H -1.26985 -5.59394 2.13294
H -2.10940 -4.50003 3.23280
H -0.36669 -4.35312 3.00226
H 1.72865 -3.16867 2.20119
H 2.29556 -3.01554 4.58182
H 1.49450 -1.11552 5.95215
H 0.09326 0.65943 4.87428
S -0.94265 2.94965 0.29828
C -2.12226 3.07704 1.55313
N -3.42195 3.02192 1.29035
C -4.45141 2.99708 2.32480
C -3.96998 3.81284 3.51320
C -2.60704 3.30692 3.95508
N -1.71394 3.26056 2.80142
H -3.67422 2.91000 0.32340
H -4.64578 1.95962 2.61341
H -5.36535 3.41138 1.90343
H -4.67936 3.73459 4.33511
H -3.89690 4.86385 3.22893
H -2.69072 2.30614 4.38903
H -2.16520 3.96528 4.70097
H -0.71496 3.21735 2.93429
N 0.44439 0.30603 -5.25669
C -0.12850 -0.39180 -4.24678
C -0.11084 0.10510 -2.93116
N -0.65095 -0.58602 -1.93597
C -1.27276 -1.74317 -2.22047
C -1.30309 -2.19349 -3.52632
N -0.73548 -1.54212 -4.53291
H 1.10827 1.03878 -5.06232
H 0.50934 -0.15377 -6.14954
H 0.36248 1.04179 -2.68556
H -1.72197 -2.29153 -1.40710
H -1.80097 -3.12579 -3.76178
O 1.96411 1.48094 1.36485
C 1.91617 1.67610 0.16712
O 1.02266 1.16120 -0.64289
C 2.95527 2.48594 -0.55665
C 2.90339 2.60570 -1.93579
C 3.86014 3.35214 -2.58889
C 4.88150 3.99952 -1.92157
C 4.89829 3.86632 -0.54442
C 3.96346 3.12380 0.15473
N 5.97179 4.55266 0.21073
O 5.92791 4.48126 1.42011
O 6.80773 5.14631 -0.43528
N 3.77162 3.45194 -4.06073
O 2.79785 2.94430 -4.59534
O 4.68658 3.98245 -4.64253
H 2.12928 2.12286 -2.50392
H 5.62996 4.57678 -2.44252
H 4.01467 3.04065 1.23065
*
```



Computed, not measured: a structure of composition C38H41I2N2NiO2Se2Te, with wB97M-V/def2-TZVPD.

Output
- E: -8907.0908 hartree
- M: 1155.78 g/mol
- LUMO (alpha / beta): -1.8 / -2.0 eV
- Largest force on an atom: 1.42 eV/Å

ORCA input file:
```
! RIJCOSX wB97M-V def2-TZVPD def2/J DEFGRID3
* xyz 0 2
Ni -0.49830 -2.21209 1.55278
C -4.87927 -2.58201 4.76960
Se -3.81135 -1.09745 4.04071
C -2.01074 -1.91397 4.15230
C -1.06129 -1.10080 4.99045
Se -0.78021 0.64852 4.12093
C -0.34744 1.64467 5.74893
H -4.57756 -3.52082 4.31284
H -5.92160 -2.38446 4.52881
H -4.75538 -2.63011 5.84826
H -1.59811 -1.95109 3.11056
H -2.13217 -2.92970 4.53425
H -0.08901 -1.59635 5.03893
H -1.44262 -0.92642 5.99851
H -1.22430 1.67828 6.39275
H -0.05771 2.64984 5.45176
H 0.48184 1.15462 6.25341
I 1.56092 -3.10100 -3.05396
C -0.37031 -3.54598 -2.34364
C -1.34140 -4.06558 -3.18299
C -2.59188 -4.36127 -2.69166
I -4.01615 -5.22576 -4.00479
C -2.93492 -4.08681 -1.35517
C -4.18526 -4.34404 -0.76136
C -4.40551 -3.96603 0.53590
C -3.38688 -3.33288 1.24906
N -2.18348 -3.12421 0.75310
C -1.93750 -3.51571 -0.52110
C -0.59219 -3.31640 -0.98430
O 0.32905 -2.93533 -0.17661
H -1.09296 -4.25888 -4.21455
H -4.95690 -4.83112 -1.33711
H -5.35214 -4.15196 1.01687
H -3.57114 -3.00059 2.25974
C 2.11702 1.13083 -7.36165
C 1.85588 0.95948 -5.89686
C 0.59787 1.16547 -5.35673
C 0.33678 0.95394 -4.00916
C -1.05999 1.16898 -3.50830
C 1.36211 0.51449 -3.16953
Te 0.69584 -0.23453 -1.16968
N 0.58857 -0.56093 1.09908
C 1.42028 -0.89085 2.04070
O 1.05973 -1.83685 2.83320
C 2.67004 -0.13557 2.26123
C 2.92953 0.42878 3.50350
C 4.05560 1.21029 3.68299
C 4.92572 1.42570 2.62638
C 4.69637 0.82144 1.40082
C 3.56563 0.04938 1.21765
C 0.18841 1.72566 -0.51031
C 1.08138 2.79065 -0.59038
C 2.48759 2.61345 -1.06818
C 0.66952 4.06106 -0.20367
C -0.59880 4.28795 0.30369
C -1.05770 5.66970 0.66152
C -1.44711 3.19762 0.46162
C -1.07615 1.92464 0.05872
C -2.03407 0.78705 0.22735
C 2.63951 0.33426 -3.69453
C 3.79032 -0.12329 -2.84849
C 2.87350 0.56354 -5.04469
H 1.21145 1.41786 -7.88607
H 2.48121 0.19618 -7.78241
H 2.87508 1.89235 -7.53081
H -0.21373 1.47302 -6.00257
H -1.71307 1.47308 -4.32446
H -1.07835 1.94043 -2.73841
H -1.46005 0.24799 -3.07535
H 2.24442 0.25162 4.31787
H 4.26242 1.64536 4.65072
H 5.79921 2.04512 2.76258
H 5.39938 0.94304 0.58836
H 3.38114 -0.46144 0.28161
H 2.76348 1.56244 -1.01550
H 3.16910 3.19117 -0.44583
H 2.59133 2.95855 -2.09738
H 1.36362 4.88626 -0.30386
H -0.25295 6.39178 0.54803
H -1.41935 5.70260 1.68732
H -1.87973 5.96853 0.01147
H -2.42399 3.35333 0.89901
H -2.97234 1.12912 0.65713
H -1.59944 0.02919 0.89886
H -2.24176 0.30702 -0.73095
H 3.42473 -0.57442 -1.92400
H 4.43871 0.71896 -2.60221
H 4.38185 -0.86340 -3.38502
H 3.86816 0.40482 -5.43761
*
```



Computed, not measured: a structure of composition C38H42BrGaN5O4PS2Si2, with wB97M-V/def2-TZVPD.

Output
- E: -8263.7654 hartree
- M: 933.69 g/mol
- LUMO: 0.2 eV
- Largest force on an atom: 0.44 eV/Å

ORCA input file:
```
! RIJCOSX wB97M-V def2-TZVPD def2/J DEFGRID3
* xyz 0 1
Ga 0.71110 1.09321 0.93369
O -2.37766 2.44543 0.36446
C -2.28769 1.24943 0.57573
O -1.25515 0.66588 1.14109
C -3.49446 0.37249 0.32365
C -4.71930 0.93710 0.67751
C -5.88387 0.19004 0.63140
C -5.82554 -1.14413 0.25419
C -4.61760 -1.69488 -0.14120
C -3.44657 -0.93870 -0.15850
P -1.87493 -1.55675 -0.88572
C -1.81908 -3.17569 -0.01900
C -1.47208 -3.12621 1.33262
C -1.37278 -4.28720 2.08073
C -1.61236 -5.51958 1.48447
C -1.95233 -5.57879 0.14180
C -2.05652 -4.41305 -0.60842
C -2.28735 -2.03050 -2.61821
C -3.49063 -2.50298 -3.14227
C -3.59277 -2.84843 -4.48138
C -2.49702 -2.72881 -5.32524
C -1.29884 -2.24238 -4.82699
C -1.20376 -1.88995 -3.48823
H -4.73216 1.96732 1.00661
H -6.82787 0.63990 0.91040
H -6.72069 -1.75328 0.26158
H -4.57753 -2.74261 -0.41272
H -1.28133 -2.16326 1.79503
H -1.08922 -4.23347 3.12430
H -1.53416 -6.42886 2.06654
H -2.13563 -6.53684 -0.32857
H -2.30472 -4.47560 -1.66101
H -4.36523 -2.59074 -2.51355
H -4.53492 -3.21446 -4.86962
H -2.58063 -3.00388 -6.36881
H -0.44099 -2.12961 -5.47750
H -0.27260 -1.48889 -3.10377
N -1.19989 1.23677 3.79366
C 0.08873 1.53570 3.92294
N 0.97607 1.49345 2.94422
C 2.26334 1.72951 3.41974
C 2.33773 2.07408 4.71638
S 0.76819 2.02711 5.43939
C 3.36456 1.37178 2.53084
C 4.64684 1.11931 2.86719
S 5.45915 0.37167 1.54169
C 3.98424 0.41848 0.63091
N 3.00700 1.02603 1.24584
N 3.89045 -0.09725 -0.61407
H -1.51853 0.91426 2.87707
H -1.81868 1.27182 4.58165
H 3.21122 2.29588 5.30383
H 5.14424 1.26317 3.81033
H 4.57051 -0.77382 -0.91247
H 2.95237 -0.20503 -0.97510
C 2.19399 4.83562 1.13346
Si 0.46237 4.26846 0.62161
C -0.29291 5.58771 -0.48655
C -0.54661 4.29974 2.21364
C 0.61809 2.63718 -0.31650
Si 1.71506 2.63576 -1.83331
C 1.56180 0.92752 -2.65450
C 3.52365 3.04602 -1.52470
C 1.09817 3.85924 -3.12277
H 2.13949 5.52775 1.97729
H 2.70371 5.35189 0.31803
H 2.82130 3.99137 1.43179
H -0.63141 6.43332 0.11697
H -1.15712 5.20076 -1.03076
H 0.42305 5.96869 -1.21329
H -1.00368 5.28776 2.30052
H 0.08654 4.15441 3.09127
H -1.35164 3.56497 2.22461
H -0.37857 2.45372 -0.73484
H 2.53352 0.45563 -2.82090
H 1.08284 1.01779 -3.63143
H 0.93918 0.25239 -2.05687
H 3.90499 2.58097 -0.61790
H 3.66130 4.12274 -1.41777
H 4.14256 2.71490 -2.36204
H 0.00946 3.83328 -3.20441
H 1.51694 3.60799 -4.10072
H 1.39346 4.88319 -2.89482
Br 1.67882 -5.02846 -2.70599
C 2.11579 -4.46453 -0.95408
C 2.85372 -5.29276 -0.12197
N 3.16494 -4.95451 1.12557
C 2.73492 -3.78051 1.58088
C 2.00299 -2.88557 0.81117
C 1.69122 -3.23443 -0.49409
C 1.54518 -1.58257 1.40710
O 1.63489 -1.38404 2.60612
O 1.10385 -0.73834 0.52429
H 3.20726 -6.25516 -0.47237
H 2.97713 -3.53209 2.60655
H 1.11708 -2.56202 -1.11740
*
```